Molecular formula: C48H132N12O12
Method: DFT, wB97M-V/def2-TZVPD

ORCA input file:
```
! RIJCOSX wB97M-V def2-TZVPD def2/J DEFGRID3
* xyz 0 1
C -1.484 0.658 -7.639
O -1.974 1.805 -6.958
C -2.737 1.491 -5.826
C -3.451 2.775 -5.330
C -2.453 3.902 -5.202
N -3.984 2.301 -4.051
H -0.495 0.340 -7.326
H -1.289 0.939 -8.634
H -2.158 -0.182 -7.548
H -3.479 0.738 -6.057
H -2.126 1.039 -5.044
H -4.177 3.067 -6.071
H -1.551 3.672 -4.679
H -3.007 4.746 -4.756
H -2.264 4.200 -6.210
H -4.281 1.358 -4.087
H -4.713 2.906 -3.719
C 3.027 -2.538 -3.841
O 3.815 -3.253 -2.965
C 4.731 -2.402 -2.365
C 5.580 -3.127 -1.352
C 4.793 -3.920 -0.222
N 6.588 -2.332 -0.587
H 2.577 -1.615 -3.426
H 2.155 -3.113 -4.195
H 3.557 -2.181 -4.715
H 5.413 -1.893 -3.079
H 4.218 -1.544 -1.928
H 6.133 -3.934 -1.862
H 4.323 -3.250 0.488
H 5.573 -4.445 0.286
H 4.068 -4.638 -0.626
H 7.367 -1.968 -1.142
H 6.197 -1.571 -0.031
C 3.988 -0.122 1.526
O 5.302 -0.470 1.783
C 5.906 0.368 2.755
C 7.230 -0.167 3.213
C 8.264 -0.284 2.164
N 6.946 -1.350 4.032
H 3.289 -0.438 2.348
H 3.719 -0.505 0.527
H 3.811 0.979 1.394
H 6.053 1.355 2.241
H 5.184 0.363 3.585
H 7.577 0.556 3.896
H 9.171 -0.651 2.633
H 8.408 0.729 1.791
H 7.877 -0.895 1.358
H 7.840 -1.669 4.461
H 6.621 -2.067 3.363
C -1.120 -2.987 -4.651
O -2.339 -3.661 -4.474
C -3.211 -2.959 -3.734
C -3.928 -1.920 -4.537
C -5.084 -1.250 -3.768
N -4.576 -2.592 -5.712
H -1.221 -2.187 -5.324
H -0.407 -3.625 -5.150
H -0.775 -2.757 -3.631
H -3.984 -3.676 -3.361
H -2.781 -2.520 -2.803
H -3.103 -1.140 -4.784
H -5.800 -2.004 -3.519
H -5.631 -0.671 -4.517
H -4.789 -0.645 -2.914
H -4.831 -1.913 -6.455
H -3.830 -3.173 -6.095
C -4.519 5.022 -2.318
O -5.463 4.032 -1.952
C -5.111 3.445 -0.701
C -6.290 2.655 -0.218
C -7.490 3.531 0.109
N -5.819 1.848 0.906
H -4.477 5.800 -1.507
H -4.846 5.418 -3.290
H -3.485 4.689 -2.526
H -4.296 2.708 -0.774
H -4.776 4.210 -0.069
H -6.468 2.004 -1.057
H -7.892 4.043 -0.788
H -7.265 4.382 0.771
H -8.328 2.950 0.609
H -5.437 0.949 0.574
H -6.602 1.638 1.470
C -0.563 4.939 -1.783
O -0.440 6.365 -1.871
C 0.561 7.080 -1.181
C 0.349 6.799 0.353
C -0.931 7.405 0.883
N 1.556 7.200 1.143
H -1.343 4.520 -2.390
H -0.926 4.689 -0.776
H 0.468 4.467 -1.897
H 1.581 6.730 -1.429
H 0.592 8.173 -1.368
H 0.195 5.709 0.511
H -0.994 7.188 1.949
H -1.836 7.079 0.383
H -1.017 8.453 0.761
H 1.300 6.998 2.076
H 1.584 8.231 1.093
C 3.444 3.178 4.900
O 4.704 3.430 4.260
C 4.778 4.747 3.708
C 3.931 5.005 2.524
C 4.030 3.994 1.265
N 4.336 6.358 2.083
H 3.176 3.990 5.604
H 3.510 2.274 5.426
H 2.602 3.135 4.208
H 4.586 5.391 4.586
H 5.809 4.879 3.436
H 2.872 5.096 2.734
H 5.076 3.932 0.999
H 3.387 4.413 0.472
H 3.620 2.981 1.505
H 3.761 6.713 1.290
H 5.264 6.136 1.693
C -1.701 -2.167 2.115
O -2.314 -2.976 1.135
C -3.689 -3.186 1.294
C -4.458 -1.845 1.418
C -5.982 -1.962 1.580
N -4.167 -0.860 0.365
H -0.601 -2.329 2.126
H -2.003 -2.457 3.120
H -1.842 -1.089 1.918
H -3.864 -3.775 0.441
H -3.976 -3.769 2.181
H -4.198 -1.281 2.302
H -6.358 -0.918 1.551
H -6.264 -2.524 2.474
H -6.466 -2.360 0.663
H -3.225 -0.886 -0.008
H -4.851 -0.860 -0.387
C 0.930 -7.211 4.887
O 1.190 -6.173 3.950
C 2.538 -5.733 4.013
C 2.597 -4.345 4.778
C 1.903 -3.309 3.846
N 3.988 -4.113 5.019
H 0.570 -6.869 5.862
H 1.896 -7.628 5.242
H 0.348 -7.982 4.406
H 3.154 -6.385 4.568
H 3.058 -5.559 3.013
H 2.185 -4.413 5.775
H 1.929 -2.252 4.291
H 0.819 -3.622 3.780
H 2.384 -3.192 2.882
H 4.022 -3.236 5.515
H 4.577 -4.096 4.244
C 0.960 -1.832 -0.634
O 0.368 -1.051 -1.658
C -0.912 -0.586 -1.314
C -1.335 0.661 -2.161
C -0.028 1.575 -2.245
N -2.477 1.265 -1.570
H 0.499 -2.872 -0.609
H 0.795 -1.242 0.294
H 2.030 -1.872 -0.875
H -1.650 -1.408 -1.318
H -0.920 -0.212 -0.268
H -1.695 0.301 -3.163
H -0.244 2.450 -2.902
H 0.882 1.133 -2.589
H 0.306 1.913 -1.223
H -2.209 1.707 -0.690
H -2.845 1.910 -2.242
C 2.549 -7.477 -0.965
O 1.237 -7.553 -0.583
C 0.838 -6.561 0.288
C -0.659 -6.674 0.629
C -1.513 -6.461 -0.617
N -1.140 -5.784 1.740
H 3.201 -7.403 -0.084
H 2.806 -6.560 -1.560
H 2.819 -8.387 -1.591
H 1.438 -6.535 1.210
H 1.008 -5.614 -0.204
H -0.746 -7.773 0.958
H -1.743 -5.396 -0.911
H -2.403 -7.020 -0.514
H -0.966 -6.859 -1.492
H -0.374 -5.626 2.400
H -1.372 -4.863 1.342
C -0.109 0.374 4.143
O -0.617 1.092 3.064
C -1.054 2.415 3.492
C -1.547 3.178 2.254
C -2.251 4.451 2.653
N -2.394 2.332 1.440
H -0.948 0.193 4.914
H 0.733 0.900 4.570
H 0.452 -0.504 3.749
H -1.803 2.204 4.234
H -0.196 2.899 3.957
H -0.666 3.362 1.656
H -2.621 4.989 1.806
H -1.657 5.111 3.253
H -3.143 4.185 3.225
H -2.123 1.367 1.474
H -3.417 2.432 1.547
*
```

Output
SMILES = COC[C@H](C)N.COC[C@H](C)N.COC[C@H](C)N.COC[C@H](C)N.COC[C@H](C)N.COC[C@H](C)N.COC[C@H](C)N.COC[C@H](C)N.COC[C@H](C)N.COC[C@H](C)N.COC[C@H](C)N.COC[C@H](C)N
Maximum force = 3.5 eV/A
HOMO = -8.787 eV
Frontier orbital gap = 9.28 eV
Total energy = -3467.62013 hartree
ΔE to the lowest compared entry with this formula, charge and spin = 4.529 eV

Atom charges from the Löwdin analysis, given in e for atoms 1 to 99:
1. C -0.0852
2. O -0.1653
3. C -0.2245
4. C -0.3788
5. C -0.0430
6. N 0.0771
7. H 0.0838
8. H 0.0701
9. H 0.0798
10. H 0.1039
11. H 0.1042
12. H 0.1351
13. H 0.0650
14. H 0.0731
15. H 0.0720
16. H 0.0379
17. H 0.0594
18. C -0.1368
19. O -0.1515
20. C -0.2532
21. C -0.3758
22. C -0.0407
23. N 0.0369
24. H 0.0858
25. H 0.0897
26. H 0.0845
27. H 0.1325
28. H 0.1069
29. H 0.1385
30. H 0.0535
31. H 0.0579
32. H 0.0562
33. H 0.0734
34. H 0.0389
35. C -0.1236
36. O -0.2168
37. C -0.1939
38. C -0.4778
39. C -0.0503
40. N 0.0414
41. H 0.0984
42. H 0.0773
43. H 0.0719
44. H 0.1406
45. H 0.1256
46. H 0.1224
47. H 0.0837
48. H 0.0866
49. H 0.0592
50. H 0.0866
51. H 0.0771
52. C -0.0703
53. O -0.1633
54. C -0.2898
55. C -0.4335
56. C -0.0638
57. N 0.0524
58. H 0.0634
59. H 0.0879
60. H 0.0969
61. H 0.1479
62. H 0.1211
63. H 0.1233
64. H 0.0682
65. H 0.0720
66. H 0.0577
67. H 0.0799
68. H 0.0638
69. C -0.1141
70. O -0.1979
71. C -0.2174
72. C -0.4366
73. C -0.0531
74. N 0.0562
75. H 0.1056
76. H 0.0925
77. H 0.0562
78. H 0.0994
79. H 0.0986
80. H 0.1321
81. H 0.0817
82. H 0.0806
83. H 0.0914
84. H 0.0399
85. H 0.0430
86. C -0.0879
87. O -0.1991
88. C -0.1785
89. C -0.4103
90. C -0.0687
91. N 0.0452
92. H 0.0443
93. H 0.0692
94. H 0.1106
95. H 0.1167
96. H 0.1328
97. H 0.1139
98. H 0.0693
99. H 0.0744